No. 1
ORCA calculation (wB97M-V/def2-TZVPD) on a molecular structure, C34H31AsIrN2S2.

```
71
C34H31AsIrN2S2 | OMol25 | wB97M-V/def2-TZVPD
Ir 0.85 0.49 -0.33
C 3.60 1.88 -0.43
N 2.90 0.79 0.33
C 3.64 -0.47 0.12
C 2.72 -1.64 0.32
N 1.67 -1.54 -0.74
C 0.66 -2.62 -0.58
C 2.24 -1.66 -2.09
C 2.97 -2.76 -2.49
C 3.40 -2.84 -3.82
C 3.10 -1.84 -4.74
C 2.38 -0.73 -4.33
C 1.96 -0.64 -2.99
S 1.12 0.74 -2.46
C 2.80 1.22 1.74
C 3.71 0.91 2.73
C 3.57 1.49 3.98
C 2.54 2.38 4.23
C 1.61 2.68 3.23
C 1.75 2.09 1.99
S 0.54 2.42 0.71
H 4.64 1.94 -0.09
H 3.11 2.83 -0.23
H 3.56 1.66 -1.49
H 4.52 -0.54 0.75
H 3.99 -0.46 -0.91
H 2.22 -1.61 1.29
H 3.27 -2.59 0.26
H 1.11 -3.60 -0.77
H -0.15 -2.47 -1.28
H 0.30 -2.58 0.44
H 3.20 -3.56 -1.81
H 3.96 -3.71 -4.13
H 3.42 -1.93 -5.77
H 2.15 0.07 -5.03
H 4.53 0.23 2.56
H 4.28 1.26 4.76
H 2.44 2.85 5.20
H 0.79 3.36 3.41
C -5.05 -0.56 -3.52
C -5.04 -1.33 -2.36
C -3.98 -1.22 -1.46
C -2.97 -0.31 -1.74
C -2.96 0.45 -2.91
C -4.02 0.32 -3.79
As -1.61 -0.01 -0.43
C -2.34 1.60 0.39
C -2.55 2.82 -0.22
C -3.03 3.88 0.55
C -3.28 3.69 1.90
C -3.08 2.46 2.50
C -2.61 1.39 1.73
C -2.43 0.00 2.20
C -2.72 -0.45 3.48
C -2.65 -1.81 3.77
C -2.32 -2.73 2.78
C -2.01 -2.29 1.50
C -2.04 -0.92 1.22
H -5.88 -0.66 -4.21
H -5.84 -2.02 -2.15
H -3.98 -1.80 -0.55
H -2.15 1.14 -3.12
H -4.04 0.92 -4.69
H -2.33 2.97 -1.27
H -3.20 4.84 0.09
H -3.65 4.52 2.49
H -3.31 2.32 3.55
H -3.02 0.24 4.25
H -2.89 -2.15 4.76
H -2.31 -3.79 3.00
H -1.78 -3.01 0.73
```

Properties
- calculated total energy (a.u.) = -4559.70200
- expectation value of S² = 0.769
- net charge = +2
- multiplicity = 2
- relative energy (zero: lowest compared OMol25 entry of this formula, charge and spin) (kJ/mol) = 106.9
- orbital gap (spin up / spin down) (eV) = 6.05 / 4.67
- molecular weight (g mol⁻¹) = 798.91

No. 2
ORCA calculation (wB97M-V/def2-TZVPD) on a molecular structure, C34H31Br2N5O3Rb.

```
76
C34H31Br2N5O3Rb | OMol25 | wB97M-V/def2-TZVPD
Rb -0.02 0.19 0.34
C 1.74 -2.68 1.07
C 0.69 -3.75 0.92
C 1.04 -5.03 0.52
C 0.09 -6.04 0.42
C -1.23 -5.74 0.70
C -1.62 -4.46 1.10
C -3.07 -4.16 1.33
C -0.65 -3.45 1.25
N -0.98 -2.15 1.62
C -1.52 -1.97 2.82
O -1.66 -2.83 3.71
C -2.00 -0.56 3.16
C -2.81 -0.46 4.30
C -3.28 0.78 4.68
C -2.93 1.88 3.93
C -2.13 1.71 2.81
N -1.67 0.51 2.43
C -1.81 2.98 2.02
O -2.43 4.01 2.35
N -0.89 2.88 1.07
C -0.55 4.07 0.41
C 0.08 5.14 1.08
C 0.31 5.07 2.57
C 0.47 6.27 0.36
C 0.26 6.37 -1.00
C -0.35 5.31 -1.66
C -0.75 4.17 -0.98
C -1.42 3.03 -1.71
H 2.74 -3.09 0.87
H 1.57 -1.86 0.37
H 1.72 -2.27 2.08
H 2.08 -5.25 0.29
H 0.38 -7.04 0.11
H -1.99 -6.51 0.60
H -3.71 -4.96 0.93
H -3.27 -4.05 2.40
H -3.35 -3.21 0.86
H -3.02 -1.37 4.84
H -3.91 0.88 5.56
H -3.27 2.88 4.16
H 0.54 4.05 2.87
H 1.12 5.74 2.87
H -0.60 5.36 3.10
H 0.94 7.09 0.89
H 0.56 7.25 -1.55
H -0.52 5.37 -2.73
H -1.64 3.31 -2.74
H -0.78 2.15 -1.73
H -2.34 2.74 -1.21
Br 4.67 -0.19 -5.92
C 3.61 -0.29 -4.35
C 3.76 0.67 -3.36
C 2.94 0.55 -2.24
N 2.05 -0.42 -2.09
C 1.92 -1.34 -3.05
C 2.68 -1.30 -4.21
C 0.90 -2.40 -2.84
C 1.12 -3.68 -3.33
C 0.12 -4.62 -3.14
Br 0.37 -6.38 -3.79
C -1.03 -4.29 -2.45
C -1.12 -3.00 -1.97
N -0.20 -2.06 -2.17
H 4.47 1.47 -3.46
H 3.00 1.27 -1.44
H 2.54 -2.03 -5.00
H 2.04 -3.94 -3.84
H -1.80 -5.02 -2.27
H -2.00 -2.69 -1.40
C 2.89 3.73 -0.56
O 2.27 2.66 0.15
H 3.03 4.61 0.08
H 2.29 4.04 -1.43
H 3.86 3.38 -0.89
H 1.43 3.00 0.50
```

Properties
- calculated total energy (a.u.) = -6986.01754
- net charge = -1
- multiplicity = 1
- orbital gap (eV) = 6.65
- molecular weight (g mol⁻¹) = 802.93

No. 3
ORCA calculation (wB97M-V/def2-TZVPD) on a gas-phase ion, C34H31F4N2O (charge +1).

```
72
C34H31F4N2O | OMol25 | wB97M-V/def2-TZVPD
F 5.89 0.54 -0.41
C 4.68 1.21 -0.41
C 4.56 2.39 0.31
C 3.31 3.01 0.24
F 3.17 4.22 0.88
C 2.22 2.48 -0.45
C 2.35 1.22 -1.06
C 1.07 0.55 -1.59
C 1.44 -0.43 -2.73
C 0.96 -0.16 -4.00
C 1.19 -1.08 -5.02
F 0.59 -0.85 -6.23
C 1.94 -2.23 -4.84
C 2.44 -2.45 -3.56
F 3.22 -3.57 -3.36
C 2.19 -1.59 -2.48
C 3.63 0.66 -1.17
H 5.41 2.82 0.84
H 1.28 3.02 -0.53
H 0.58 1.41 -2.11
H 0.38 0.75 -4.16
H 2.13 -2.92 -5.66
H 2.66 -1.79 -1.51
H 3.84 -0.20 -1.81
C 2.03 -0.50 4.62
N 0.91 -0.21 3.76
C -0.03 0.72 4.13
O -0.10 1.30 5.21
C -0.97 0.88 2.93
C -2.32 0.28 3.37
C -3.43 0.40 2.37
C -3.81 1.66 1.90
C -4.77 1.76 0.89
C -5.36 0.60 0.37
C -5.03 -0.66 0.90
C -4.09 -0.75 1.93
N -0.22 0.22 1.83
C -0.40 0.59 0.57
C 0.11 -0.11 -0.67
C -1.14 -0.40 -1.58
C -1.29 -1.64 -2.19
C -2.11 -1.80 -3.31
C -2.89 -0.72 -3.75
C -2.85 0.49 -3.06
C -2.00 0.65 -1.95
C 0.95 -0.54 2.34
C 2.23 -0.05 1.72
C 0.81 -2.06 2.14
H 1.87 -0.07 5.61
H 2.16 -1.59 4.70
H 2.96 -0.08 4.21
H -1.11 1.96 2.73
H -2.18 -0.77 3.67
H -2.60 0.84 4.29
H -3.35 2.56 2.32
H -5.05 2.74 0.51
H -6.08 0.67 -0.44
H -5.51 -1.56 0.53
H -3.82 -1.71 2.37
H -1.32 1.14 0.41
H 0.45 -1.10 -0.34
H -0.67 -2.47 -1.84
H -2.13 -2.76 -3.85
H -3.52 -0.82 -4.65
H -3.48 1.33 -3.38
H -1.98 1.60 -1.41
H 2.34 1.03 1.89
H 3.11 -0.59 2.09
H 2.18 -0.21 0.64
H -0.17 -2.40 2.50
H 0.91 -2.29 1.07
H 1.60 -2.57 2.70
```

Properties
- calculated total energy (a.u.) = -1898.18475
- net charge = +1
- multiplicity = 1
- SMILES = CN1C(=O)[C@H](Cc2ccccc2)/[N+](=C/[C@@H](c2ccccc2)C(c2cc(F)cc(F)c2)c2cc(F)cc(F)c2)C1(C)C
- orbital gap (eV) = 7.57
- molecular weight (g mol⁻¹) = 559.63

No. 4
ORCA calculation (wB97M-V/def2-TZVPD) on a molecular structure, C34H31GeN3S2W.

```
72
C34H31GeN3S2W | OMol25 | wB97M-V/def2-TZVPD
W -0.49 -0.83 -1.29
S -2.85 0.38 -5.04
C -3.59 -1.05 -4.49
C -2.95 -1.58 -3.40
C -1.82 -0.80 -2.98
C -1.68 0.29 -3.79
C -0.58 1.23 -3.58
C -0.21 2.23 -4.47
C 0.88 3.03 -4.19
C 1.59 2.82 -3.02
C 1.17 1.81 -2.17
N 0.10 1.03 -2.43
H -4.46 -1.44 -5.00
H -3.26 -2.51 -2.95
H -0.77 2.36 -5.39
H 1.18 3.80 -4.88
H 2.45 3.41 -2.75
H 1.69 1.63 -1.25
C -0.57 -2.95 -1.63
H 0.29 -3.38 -2.13
H -1.51 -3.36 -1.99
C -5.84 -0.78 -0.01
C -4.47 -0.49 0.49
C -4.14 -0.22 1.79
C -2.80 0.04 2.10
N -1.85 -0.02 1.17
C -2.15 -0.37 -0.09
S -0.42 -2.80 0.12
N -3.45 -0.54 -0.40
C -2.36 0.38 3.49
H -6.59 -0.34 0.65
H -6.00 -1.86 -0.04
H -5.99 -0.39 -1.01
H -4.91 -0.18 2.55
H -3.66 -0.75 -1.38
H -3.20 0.70 4.11
H -1.61 1.17 3.45
H -1.90 -0.50 3.94
C 1.29 4.29 1.97
C 2.21 3.37 2.46
C 2.10 2.03 2.12
C 1.07 1.57 1.29
C 0.16 2.51 0.80
C 0.26 3.85 1.13
Ge 1.09 -0.33 0.85
C 2.61 -0.73 -0.34
C 2.47 -1.23 -1.63
C 3.55 -1.49 -2.46
C 4.83 -1.24 -1.98
C 5.01 -0.75 -0.70
C 3.91 -0.50 0.12
C 1.43 -1.26 2.49
C 2.03 -2.52 2.49
C 2.32 -3.16 3.69
C 1.99 -2.56 4.90
C 1.39 -1.31 4.91
C 1.11 -0.67 3.72
H 1.37 5.33 2.23
H 3.01 3.71 3.11
H 2.83 1.33 2.53
H -0.64 2.20 0.15
H -0.45 4.56 0.74
H 1.49 -1.45 -2.08
H 3.40 -1.88 -3.46
H 5.69 -1.44 -2.61
H 6.01 -0.57 -0.32
H 4.08 -0.13 1.12
H 2.29 -3.00 1.55
H 2.79 -4.14 3.68
H 2.22 -3.07 5.83
H 1.14 -0.84 5.86
H 0.65 0.31 3.74
```

Properties
- calculated total energy (a.u.) = -4418.60143
- expectation value of S² = 3.782
- net charge = +1
- multiplicity = 4
- orbital gap (spin up / spin down) (eV) = 6.92 / 6.56
- molecular weight (g mol⁻¹) = 802.23

No. 5
ORCA calculation (wB97M-V/def2-TZVPD) on a molecular structure, C34H31MgN7O9P2S.

```
85
C34H31MgN7O9P2S | OMol25 | wB97M-V/def2-TZVPD
Mg 0.34 0.83 -0.32
C 2.03 2.23 3.63
C 0.93 2.87 2.79
O 0.36 4.00 3.45
P -0.38 1.66 2.43
O -0.95 1.35 3.90
O -1.61 2.41 1.79
O 0.08 0.42 1.73
P 1.59 3.41 1.10
O 1.15 4.94 0.96
O 3.05 3.21 1.07
O 0.68 2.66 0.13
H 1.67 2.09 4.66
H 2.91 2.86 3.63
H 2.31 1.25 3.24
H -0.14 3.69 4.21
H -1.48 0.54 3.92
H -1.49 2.55 0.83
H 1.75 5.51 1.46
C 1.01 -4.75 5.21
O 0.11 -3.76 4.74
C -0.76 -4.12 3.76
C -1.69 -3.16 3.38
C -2.60 -3.41 2.38
C -2.60 -4.65 1.73
C -1.71 -5.62 2.14
C -0.76 -5.36 3.13
N -3.59 -5.03 0.75
N -3.93 -4.25 -0.15
C -3.26 -2.99 -0.33
C -4.05 -1.90 -0.54
C -3.52 -0.60 -0.64
C -2.16 -0.37 -0.57
O -1.63 0.81 -0.63
C -1.31 -1.55 -0.48
N 0.04 -1.33 -0.56
C 0.86 -2.35 -0.54
C 0.41 -3.68 -0.49
C -0.93 -3.92 -0.41
C -1.85 -2.84 -0.38
H 1.55 -4.30 6.03
H 1.72 -5.04 4.43
H 0.48 -5.64 5.56
H -1.69 -2.21 3.90
H -3.32 -2.65 2.10
H -1.74 -6.59 1.66
H -0.06 -6.13 3.41
H -5.12 -2.05 -0.58
H -4.18 0.25 -0.76
H 1.92 -2.13 -0.60
H 1.12 -4.50 -0.52
H -1.30 -4.94 -0.40
C 4.78 0.64 0.07
C 3.42 0.43 0.31
N 2.49 0.52 -0.61
C 2.88 0.86 -1.87
C 4.22 1.05 -2.22
C 5.18 0.95 -1.20
C 4.56 1.33 -3.59
C 3.62 1.40 -4.54
C 2.23 1.22 -4.22
C 1.20 1.27 -5.18
C -0.10 1.11 -4.79
C -0.37 0.92 -3.43
N 0.56 0.86 -2.51
C 1.86 0.98 -2.89
H 5.49 0.58 0.88
H 3.08 0.16 1.31
H 6.22 1.14 -1.43
H 5.61 1.48 -3.83
H 3.89 1.59 -5.58
H 1.46 1.45 -6.22
H -0.91 1.14 -5.50
H -1.39 0.83 -3.06
S 0.43 4.41 -2.99
C -1.16 4.04 -2.69
N -2.02 3.90 -3.77
C -3.32 3.52 -3.66
C -3.84 3.29 -2.44
C -2.96 3.49 -1.35
N -1.71 3.84 -1.45
H -1.61 4.08 -4.67
H -3.87 3.44 -4.59
H -4.86 2.98 -2.30
H -3.33 3.35 -0.34
```

Properties
- calculated total energy (a.u.) = -3656.08753
- net charge = 0
- multiplicity = 1
- orbital gap (eV) = 6.94
- molecular weight (g mol⁻¹) = 799.98

No. 6
ORCA calculation (wB97M-V/def2-TZVPD) on a molecular structure, C34H31N5OPbS2SbSe4Te.

```
80
C34H31N5OPbS2SbSe4Te | OMol25 | wB97M-V/def2-TZVPD
Pb 0.83 0.23 0.47
C 4.98 -0.66 -1.69
C 3.93 -0.27 -0.68
N 2.70 -0.15 -1.02
N 2.36 -0.40 -2.34
C 1.32 -1.14 -2.49
S 0.37 -1.92 -1.26
S 0.78 -1.41 -4.16
C 1.02 0.27 -4.83
C -0.06 1.20 -4.34
C 0.15 2.04 -3.26
C -0.88 2.84 -2.78
C -2.13 2.83 -3.39
C -2.34 2.00 -4.49
C -1.32 1.19 -4.95
C 4.33 -0.01 0.72
C 5.56 0.61 0.94
C 6.01 0.90 2.22
C 5.22 0.54 3.31
C 4.01 -0.09 3.11
C 3.51 -0.35 1.82
O 2.31 -0.89 1.71
H 4.59 -1.42 -2.36
H 5.87 -1.01 -1.19
H 5.22 0.22 -2.29
H 0.98 0.16 -5.92
H 2.01 0.61 -4.55
H 1.12 2.06 -2.78
H -0.70 3.49 -1.93
H -2.92 3.46 -3.02
H -3.31 1.98 -4.98
H -1.49 0.52 -5.79
H 6.16 0.91 0.09
H 6.95 1.42 2.36
H 5.55 0.76 4.31
H 3.38 -0.36 3.95
Se 5.19 3.13 -1.78
Sb 4.04 4.52 -0.23
Se 2.84 3.04 1.72
Se 1.57 3.69 -0.18
Se 2.44 4.51 3.43
N -1.44 0.16 4.15
C -1.37 1.40 3.52
C -1.14 2.52 4.33
C -1.06 3.76 3.74
C -1.23 3.86 2.36
C -1.47 2.71 1.66
N -1.55 1.49 2.22
C -1.14 -1.12 3.70
C -1.42 -2.18 4.58
C -1.08 -3.46 4.21
C -0.46 -3.67 2.98
C -0.23 -2.57 2.19
N -0.57 -1.31 2.51
H -1.55 0.21 5.15
H -0.96 2.40 5.39
H -0.83 4.63 4.34
H -1.12 4.81 1.85
H -1.59 2.73 0.58
H -1.90 -1.98 5.53
H -1.29 -4.29 4.88
H -0.16 -4.65 2.66
H 0.28 -2.69 1.24
C -2.98 -0.89 -2.49
Te -2.77 0.29 -0.71
C -3.11 -1.60 0.24
C -3.91 -2.40 -0.74
C -4.69 -3.48 -0.35
C -5.40 -4.22 -1.28
C -5.33 -3.88 -2.63
C -4.55 -2.80 -3.02
C -3.84 -2.06 -2.09
H -1.98 -1.21 -2.79
H -3.43 -0.30 -3.29
H -3.61 -1.46 1.20
H -2.14 -2.06 0.42
H -4.74 -3.75 0.70
H -6.02 -5.05 -0.96
H -5.89 -4.44 -3.36
H -4.50 -2.53 -4.07
```

Properties
- calculated total energy (a.u.) = -12766.66189
- net charge = -1
- multiplicity = 1
- relative energy (zero: lowest compared OMol25 entry of this formula, charge and spin) (kJ/mol) = 47.1
- orbital gap (eV) = 6.58
- molecular weight (g mol⁻¹) = 1362.19

Which of these has the lowest molecular weight?
C34H31F4N2O

Which of these has the lowest calculated total energy?
C34H31N5OPbS2SbSe4Te

Look up the net charge of the third one.
+1